DFT (ωB97M-V/def2-TZVPD) results for a cluster of 2 separate species, C5H14N2O in total.

Each atom is followed by the atoms it is bonded to, with distances in Å.
Element x y z (Å)
1 C -1.5669 -0.0637 0.0177  C2 1.426, C3 1.504, H9 0.996, H10 1.035
2 C -0.7340 1.0765 -0.1849  C1 1.426, C3 1.536, H11 1.104, H22 1.070
3 C -1.5536 0.9699 1.1103  C1 1.504, C2 1.536, N6 1.477, H12 1.059
4 C 1.0976 -0.7128 -1.6941  C5 1.576, H13 1.114, H14 1.132, H15 1.115
5 C 1.5965 -1.4374 -0.3867  C4 1.576, N7 1.617, O8 1.138
6 N -2.5811 2.0076 1.3347  C3 1.477, H16 1.039, H17 1.068, H18 1.098
7 N 2.6417 -2.6689 -0.4610  C5 1.617, H19 0.992, H20 1.039, H21 1.036
8 O 1.0429 -1.2999 0.5979  C5 1.138
9 H -2.4437 -0.0398 -0.4548  C1 0.996
10 H -1.0782 -0.9087 0.3611  C1 1.035
11 H -0.8923 1.6323 -1.1251  C2 1.104
12 H -0.8219 0.6819 1.8192  C3 1.059
13 H -0.0089 -0.7391 -1.8195  C4 1.114
14 H 1.2982 0.4000 -1.6316  C4 1.132
15 H 1.7614 -1.1486 -2.4767  C4 1.115
16 H -2.1019 2.8271 1.7580  N6 1.039
17 H -3.3510 1.8858 2.0647  N6 1.068
18 H -3.0876 2.1444 0.3701  N6 1.098
19 H 3.1602 -2.9244 0.3457  N7 0.992
20 H 2.2017 -3.5398 -0.8171  N7 1.039
21 H 3.2449 -2.3544 -1.2428  N7 1.036
22 H 0.2723 1.0054 0.1713  C2 1.070

Output
Energy   -10420.37092 eV
Total charge   +2
E_LUMO   -7.08 eV
Kohn-Sham gap   11.00 eV